DFT (the ωB97M-V functional and the def2-TZVPD basis) results for a cluster of 5 separate species, C48H84BClN4O5 in total.

Last column: Löwdin charge in e.
Cartesian coordinates (Å):
C  -3.07459  1.93672  2.97904  -0.006
C  -4.56258  1.93459  2.78690  -0.364
C  -5.37619  1.15075  3.77451  -0.020
N  -5.15836  2.60160  1.86548  0.173
C  -4.59885  2.56557  0.58030  -0.166
C  -4.30486  3.72076  -0.16583  0.050
B  -4.59705  5.13533  0.53494  -0.536
N  -3.77935  5.63311  1.63984  0.167
O  -5.68355  5.83249  0.06649  0.169
C  -3.78727  3.61024  -1.43610  -0.132
O  -3.47327  4.80071  -2.13922  0.071
C  -2.16709  5.19990  -1.90379  -0.379
O  -1.82377  5.50360  -0.80381  0.177
C  -1.21162  5.32338  -3.03675  -0.142
C  -1.25992  6.47032  -3.82440  -0.014
C  -0.35563  6.65198  -4.86277  -0.069
C  0.60169  5.68088  -5.14532  -0.073
C  0.63645  4.53171  -4.36321  -0.069
C  -0.25048  4.35435  -3.31161  -0.036
C  -3.56662  2.38425  -2.08654  -0.079
C  -3.07690  2.26722  -3.50037  -0.115
C  -4.29785  2.19824  -4.45645  -0.156
C  -4.03634  2.81407  -5.84370  -0.259
N  -4.55991  1.91973  -6.90263  -0.014
C  -3.85608  1.26597  -1.33215  -0.015
C  -4.35381  1.34854  -0.02845  -0.015
C  -4.54880  -0.05931  0.43852  -0.324
O  -5.32282  -0.53563  1.20194  0.166
N  -3.61907  -0.83600  -0.35353  0.024
C  -2.23003  -0.85430  0.06738  -0.172
C  -1.36140  -1.70359  -0.85069  -0.233
C  0.11208  -1.42584  -0.65623  -0.587
Cl  0.77951  -2.01025  0.88959  0.589
C  -3.77271  -0.21731  -1.65137  -0.338
O  -3.84190  -0.77093  -2.69599  0.173
H  -2.51775  2.25846  2.10419  0.072
H  -2.75628  0.94302  3.29680  0.084
H  -2.86243  2.58327  3.83213  0.097
H  -5.40085  1.61409  4.76135  0.091
H  -6.38625  1.05515  3.39856  0.086
H  -4.93025  0.16035  3.82593  0.064
H  -2.83687  5.72283  1.25945  0.055
H  -3.68886  4.91122  2.35164  0.057
H  -5.58233  5.99454  -0.87969  0.107
H  -1.97573  7.25775  -3.62902  0.123
H  -0.37240  7.55297  -5.45909  0.105
H  1.29787  5.85209  -5.95176  0.104
H  1.37426  3.76864  -4.57022  0.106
H  -0.20894  3.46980  -2.69090  0.122
H  -2.43752  3.09117  -3.78674  0.081
H  -2.53238  1.33293  -3.62678  0.118
H  -5.09315  2.76959  -3.97485  0.112
H  -4.67750  1.18614  -4.55056  0.105
H  -2.98363  3.05254  -6.00305  0.103
H  -4.62975  3.72219  -5.91347  0.105
H  -3.80780  1.37523  -7.30123  0.060
H  -4.99125  2.46688  -7.63331  0.054
H  -2.13905  -1.28171  1.06447  0.107
H  -1.79602  0.15764  0.12530  0.128
H  -1.55662  -1.54922  -1.91186  0.112
H  -1.54655  -2.75822  -0.65057  0.120
H  0.63307  -1.95172  -1.45071  0.062
H  0.31988  -0.36402  -0.76418  0.073
C  -5.85102  -3.54787  2.78996  -0.100
C  -4.95354  -3.08118  3.93175  -0.259
C  -3.48936  -2.92699  3.52248  -0.228
C  -2.80077  -4.21171  3.06143  -0.226
C  -2.81005  -5.35009  4.07951  -0.267
C  -2.06764  -5.01623  5.37043  -0.111
H  -5.57152  -4.54081  2.43303  0.067
H  -6.89133  -3.59780  3.11580  0.072
H  -5.79171  -2.85261  1.95270  0.055
H  -5.04528  -3.76672  4.77908  0.099
H  -5.31471  -2.11137  4.28598  0.089
H  -2.93150  -2.49632  4.36075  0.103
H  -3.42738  -2.19281  2.71104  0.081
H  -1.76268  -3.97539  2.80311  0.102
H  -3.26638  -4.56154  2.13565  0.104
H  -2.34041  -6.22489  3.62207  0.104
H  -3.83746  -5.64241  4.31247  0.099
H  -1.02776  -4.75406  5.16394  0.073
H  -2.06888  -5.87269  6.04622  0.068
H  -2.53165  -4.18179  5.89856  0.064
C  6.71983  -6.37157  2.24998  -0.111
C  6.59118  -5.03748  2.97995  -0.271
C  5.20372  -4.80004  3.57338  -0.229
C  4.06860  -4.73599  2.55073  -0.223
C  4.23615  -3.67322  1.46715  -0.282
C  4.27369  -2.24955  2.00906  -0.118
H  6.04893  -6.42825  1.39117  0.062
H  7.73697  -6.51015  1.88033  0.068
H  6.49047  -7.20425  2.91807  0.074
H  6.85916  -4.22230  2.30210  0.097
H  7.32279  -5.01067  3.79190  0.103
H  5.22299  -3.87462  4.15614  0.101
H  4.98090  -5.59804  4.28878  0.109
H  3.13001  -4.55387  3.08428  0.109
H  3.95410  -5.71263  2.07146  0.102
H  3.39783  -3.75660  0.77117  0.073
H  5.14071  -3.86537  0.88171  0.090
H  3.36366  -2.02088  2.56695  0.055
H  4.35293  -1.53305  1.18951  0.066
H  5.12894  -2.09221  2.66876  0.067
C  3.81138  6.57802  2.02544  -0.112
C  3.44564  5.47274  1.03881  -0.270
C  2.02369  5.59102  0.49281  -0.227
C  0.91678  5.48287  1.54179  -0.222
C  0.92764  4.19423  2.36338  -0.260
C  0.72146  2.94195  1.51856  -0.112
H  3.18090  6.54999  2.91532  0.065
H  4.84623  6.47196  2.35417  0.068
H  3.70631  7.56179  1.56353  0.075
H  3.59206  4.49722  1.51112  0.098
H  4.14244  5.51053  0.19711  0.103
H  1.87481  4.82467  -0.27411  0.095
H  1.91851  6.55111  -0.02204  0.112
H  -0.04785  5.57185  1.03300  0.086
H  0.97486  6.33558  2.22428  0.105
H  0.12736  4.25409  3.10695  0.101
H  1.86019  4.10536  2.92691  0.100
H  -0.22188  2.98621  0.96562  0.060
H  0.69070  2.05004  2.14795  0.069
H  1.52981  2.81583  0.79598  0.066
C  3.85180  -2.70901  -2.20018  -0.113
C  4.06406  -3.43271  -3.52625  -0.265
C  4.53825  -4.87447  -3.35378  -0.225
C  5.89100  -5.03030  -2.65713  -0.227
C  7.05247  -4.30054  -3.32932  -0.270
C  7.34469  -4.79586  -4.74293  -0.112
H  4.78146  -2.62241  -1.63579  0.065
H  3.47537  -1.69853  -2.37286  0.070
H  3.12347  -3.23848  -1.58166  0.062
H  4.76887  -2.86880  -4.14348  0.099
H  3.11954  -3.44355  -4.07741  0.104
H  4.57558  -5.35356  -4.33629  0.101
H  3.78880  -5.42893  -2.78000  0.110
H  6.12880  -6.09706  -2.59805  0.110
H  5.80965  -4.68521  -1.62175  0.090
H  7.94735  -4.44089  -2.71737  0.104
H  6.86334  -3.22365  -3.35015  0.098
H  7.57074  -5.86405  -4.74136  0.075
H  8.20501  -4.27248  -5.16245  0.068
H  6.50011  -4.62695  -5.41270  0.064

Force components x, y, z for each atom (eV/Å):
-0.1 -0.8 0.0
-0.4 0.7 0.1
0.0 0.7 0.1
0.0 -1.5 -0.6
0.2 0.8 0.2
-0.1 0.7 0.4
-0.1 -0.3 -0.1
-0.2 -0.3 0.1
0.8 0.7 0.0
-0.2 -0.3 -0.1
0.6 -0.5 -0.5
0.1 0.3 0.4
0.1 -0.1 0.7
-0.3 0.2 -1.0
0.1 0.2 -0.2
0.3 -0.3 0.0
-0.5 0.1 0.4
0.2 0.0 -0.1
-0.2 0.1 0.2
0.4 -0.1 -0.2
-0.8 -0.5 -0.4
0.3 0.8 0.3
-0.9 -0.8 -0.3
0.2 0.3 0.3
-0.4 -0.1 -0.1
-0.2 -0.3 -0.1
1.1 0.7 -0.1
-0.3 -0.1 0.8
-1.1 -1.2 -0.8
0.6 -0.1 0.2
0.1 -0.2 0.4
-0.1 -0.2 -0.7
-0.1 0.1 0.1
0.7 1.5 0.9
0.2 -0.4 -0.7
0.0 0.1 0.0
0.2 -0.1 -0.1
0.0 0.2 0.0
0.2 -0.1 0.1
-0.1 0.0 0.0
0.0 -0.1 0.2
0.0 0.1 0.1
0.0 0.1 0.1
-0.6 -0.4 -0.1
-0.1 -0.1 0.1
-0.1 0.1 0.0
0.1 -0.2 0.0
0.0 0.0 0.0
0.1 -0.1 0.0
0.1 0.2 0.1
0.3 0.0 0.1
-0.2 0.0 -0.1
0.2 -0.2 0.0
0.1 0.1 0.1
0.3 0.3 0.0
-0.1 -0.1 -0.1
0.1 -0.1 -0.2
-0.3 0.0 0.1
-0.1 0.1 -0.1
-0.2 0.2 0.0
-0.1 -0.1 -0.1
0.3 0.0 0.1
0.1 0.1 0.2
0.0 0.0 0.1
0.0 0.0 -0.1
0.1 0.1 0.1
0.0 0.0 -0.1
0.1 0.0 0.0
-0.1 -0.1 0.0
0.0 0.0 0.0
0.0 0.0 0.0
0.0 0.0 0.0
0.1 0.0 0.0
0.0 0.0 0.0
0.0 0.0 0.0
-0.1 0.0 0.0
0.0 0.0 0.0
0.0 0.0 0.0
0.0 0.0 0.0
0.0 0.0 0.0
0.0 0.0 0.0
0.0 0.0 0.0
0.0 0.0 0.0
0.1 0.1 0.0
0.0 -0.1 0.0
0.0 0.1 0.0
0.0 -0.1 0.0
-0.1 0.0 0.0
0.1 0.0 -0.1
0.0 0.0 0.0
0.0 0.0 0.0
0.0 0.0 0.0
0.0 0.0 0.0
0.0 0.0 0.0
0.0 0.0 0.0
0.0 0.0 0.0
0.0 0.0 0.0
0.0 0.0 0.0
0.0 0.0 0.0
0.0 0.0 0.0
0.0 0.0 0.0
0.0 0.0 0.0
0.0 0.0 0.0
0.1 -0.1 0.0
0.0 0.1 0.0
0.0 -0.1 0.0
0.0 0.1 0.1
-0.2 0.0 -0.1
0.0 -0.1 0.1
0.0 0.0 0.0
0.0 0.0 0.0
0.0 0.0 0.0
0.0 0.0 0.0
0.0 0.0 0.0
0.0 0.0 0.0
0.0 0.0 0.0
0.0 0.0 0.0
0.0 0.0 0.0
0.0 0.0 0.0
0.0 0.0 0.0
0.0 0.1 0.0
0.0 0.0 0.0
0.0 -0.1 0.0
0.0 0.1 -0.2
-0.1 0.0 0.1
0.0 0.0 -0.1
0.0 0.0 0.1
0.0 -0.1 0.0
0.0 0.1 0.0
0.0 0.0 0.1
0.0 0.0 0.1
0.0 0.0 0.0
0.0 0.0 0.0
0.0 0.0 0.0
0.0 0.0 0.0
0.0 0.0 0.0
0.0 0.0 0.0
0.0 0.0 0.0
0.0 0.0 0.0
0.0 0.0 0.0
0.0 0.0 0.0
0.0 0.0 0.0
0.0 0.0 0.0

Values from the calculation:
Highest occupied orbital energy   -8.58 eV
Spin multiplicity   1
LUMO level   -0.11 eV
Largest force on an atom   1.90 eV Å⁻¹

=====

DFT (the ωB97M-V functional and the def2-TZVPD basis) results for the ion C4H2O2P with charge -1.

Last column: Löwdin charge in e.
Cartesian coordinates (Å):
C  -0.49750  -2.34645  -0.65005  0.028
C  1.87602  1.22251  1.16073  -0.056
C  -0.77843  -1.14930  -0.57493  -0.204
C  0.91025  0.90745  0.51177  -0.164
O  -0.85315  1.45402  -1.57998  -0.405
O  -2.06562  0.88598  0.60393  -0.414
P  -0.91616  0.62568  -0.34670  0.255
H  -0.38775  -3.38851  -0.57766  -0.014
H  2.71236  1.78860  1.45289  -0.027

Force components x, y, z for each atom (eV/Å):
-1.0 3.1 0.4
0.0 0.4 -0.5
1.0 -2.5 -0.3
-2.9 -0.7 -0.7
0.5 -0.9 0.0
1.8 -0.8 -0.6
-0.1 1.9 1.4
0.2 -0.5 -0.1
0.6 0.0 0.5

Values from the calculation:
Highest occupied orbital energy   -5.35 eV
Spin multiplicity   1
LUMO level   3.97 eV
Energy above the lowest of the compared OMol25 structures with the same formula, charge and spin   0.0 kJ/mol
Net charge   -1
Largest force on an atom   3.31 eV Å⁻¹

=====

DFT (the ωB97M-V functional and the def2-TZVPD basis) results for an isolated molecule of C4H10O2.

Last column: Löwdin charge in e.
Cartesian coordinates (Å):
C  -2.07143  0.14993  0.16562  -0.061
C  -0.60592  0.38109  0.52141  -0.446
O  -0.11587  -0.66005  1.34528  -0.050
C  0.24265  0.56685  -0.75797  -0.140
C  1.66219  0.03211  -0.66365  -0.249
O  1.58810  -1.39548  -0.62807  -0.082
H  -2.65532  -0.01833  1.07450  0.078
H  -2.48816  1.01289  -0.36795  0.081
H  -2.17709  -0.73499  -0.47424  0.083
H  -0.54291  1.29492  1.12865  0.138
H  0.29290  -1.31558  0.75707  0.066
H  0.28608  1.63020  -1.02147  0.121
H  -0.23890  0.04945  -1.59822  0.118
H  2.16903  0.41340  0.23282  0.126
H  2.23166  0.34626  -1.54879  0.116
H  2.44674  -1.73310  -0.34590  0.101

Force components x, y, z for each atom (eV/Å):
-0.1 0.0 0.0
-0.1 0.3 -0.2
0.0 -0.2 0.0
0.0 0.0 0.0
0.0 0.4 -0.1
0.3 -0.2 0.0
0.1 0.1 -0.1
0.1 -0.1 0.1
0.1 0.1 0.1
0.1 -0.1 -0.1
-0.1 0.0 0.2
0.0 -0.1 0.0
0.0 0.1 0.1
-0.1 -0.1 -0.1
-0.1 0.0 0.1
-0.2 0.0 -0.1

Values from the calculation:
Highest occupied orbital energy   -9.85 eV
Spin multiplicity   1
LUMO level   0.83 eV
Energy above the lowest of the compared OMol25 structures with the same formula, charge and spin   67.6 kJ/mol
Largest force on an atom   0.39 eV Å⁻¹

=====

Number 1: DFT total energy -80537.58079 eV, molar mass 843.49 g/mol. Number 2: DFT total energy -17563.26040 eV, molar mass 113.03 g/mol. Number 3: DFT total energy -8404.84607 eV, molar mass 90.12 g/mol.